Record 1
C4H7NO3 | ωB97M-V/def2-TZVPD

Last column: Mulliken charge in e.
Cartesian coordinates (Å):
O1 1.8498 -2.2021 -0.1922  -0.501
N1 -0.2148 1.2985 -1.2133  -0.255
H1 0.2922 -1.9859 -1.7224  0.337
C1 -0.2843 0.6248 -0.1109  0.418
H2 -0.5544 2.3487 1.1579  0.418
O2 -0.2312 -1.1805 -1.6015  -0.668
H3 0.2851 0.9459 1.8887  0.280
C2 -0.5031 1.2607 1.1992  -1.194
O3 -1.0653 -1.4917 0.6042  -0.812
H4 -1.4250 0.8309 1.6015  0.307
H5 1.3005 -1.1895 1.4772  0.277
H6 -0.2825 2.3073 -1.2570  0.235
C3 -0.2079 -0.8974 -0.1718  1.001
C4 1.1621 -1.4083 0.4030  -0.110
H7 -0.1213 0.7385 -2.0626  0.266

Computed properties:
DFT total energy   -11892.160 eV
LUMO level   -0.2 eV
Kohn-Sham gap   0.288 Ha
Energy relative to the best compared isomer or geometry (same formula, charge and spin)   71.9 kcal per mole
Molar mass   117.10 g mol⁻¹

Record 2
C5H15ClN2Si | ωB97M-V/def2-TZVPD

Last column: Mulliken charge in e.
Cartesian coordinates (Å):
C1 -1.7186 0.5886 -0.5908  -0.431
H1 1.0180 -0.1809 0.5445  0.105
H2 3.6470 -1.1593 -0.6068  0.339
H3 2.4492 -1.9857 -2.5086  0.315
H4 -2.3635 -0.2386 -0.5452  0.444
H5 2.1218 -1.9880 0.3011  0.251
H6 -3.1044 1.9109 0.3332  0.204
C2 2.5151 -1.1853 -0.4419  -0.325
Cl1 4.2966 0.9361 0.8648  -0.166
N1 -1.1438 0.3651 0.8037  -0.191
C3 2.5618 0.9843 0.9323  -0.310
N2 2.0061 -0.0025 0.3122  0.200
H7 0.9624 -1.8386 -1.7171  0.267
H8 -3.2720 2.0035 -1.3426  0.385
C4 1.8701 -1.2935 -1.8191  -1.028
Si1 -1.8309 -0.5297 2.0728  0.137
H9 -3.1073 -0.9789 1.6229  -0.112
H10 1.6957 -0.2885 -2.0678  0.331
H11 -1.2919 -1.8287 2.3494  -0.142
H12 -0.9632 0.5770 -1.3517  0.159
H13 -1.5941 0.2604 3.3518  -0.078
H14 -0.3767 1.0734 0.9291  0.357
H15 -1.9166 2.8579 -0.7933  0.323
C5 -2.4609 1.9411 -0.6328  -1.033

Computed properties:
DFT total energy   -28805.452 eV
LUMO level   0.7 eV
Kohn-Sham gap   0.339 Ha
Energy relative to the best compared isomer or geometry (same formula, charge and spin)   119.6 kcal per mole
Molar mass   166.73 g mol⁻¹

Record 3
CH4NO2P | ωB97M-V/def2-TZVPD

Last column: Mulliken charge in e.
Cartesian coordinates (Å):
H1 2.6478 0.6458 0.8778  0.276
O1 0.7641 0.1290 -0.0289  -0.282
H2 -2.6125 0.1815 -0.4538  0.283
C1 2.2467 -0.0862 0.0973  -0.418
H3 2.7490 -0.7657 -0.5568  0.341
P1 -0.7747 -0.5572 0.3651  0.537
N1 -1.7692 0.7031 -0.2502  -0.480
O2 -1.2327 -1.7571 -0.3727  -0.503
H4 -2.0184 1.5068 0.3223  0.247

Computed properties:
DFT total energy   -15973.321 eV
LUMO level (spin up / spin down)   -1.7 / -0.1 eV
Kohn-Sham gap (spin up / spin down)   0.259 / 0.326 Ha
Energy relative to the best compared isomer or geometry (same formula, charge and spin)   72.9 kcal per mole
Molar mass   93.02 g mol⁻¹

Record 4
C2H5O2S | ωB97M-V/def2-TZVPD

Last column: Mulliken charge in e.
Cartesian coordinates (Å):
O1 -1.5347 -1.4417 0.3194  -0.603
H1 1.6864 0.0390 -2.0061  0.328
H2 0.3306 1.1464 -1.8933  0.358
S1 1.6803 1.0861 -0.0196  -0.594
O2 -0.4241 -0.0949 1.8375  -0.758
H3 0.7887 0.6438 0.9558  0.046
H4 -2.1833 -0.6375 2.1864  0.278
H5 0.1354 -0.3682 -1.2600  0.210
C1 0.9089 0.3837 -1.4627  -1.212
C2 -1.3883 -0.7566 1.3426  -0.054

Computed properties:
DFT total energy   -17082.572 eV
LUMO level (spin up / spin down)   6.0 / 6.2 eV
⟨S²⟩   0.753
Kohn-Sham gap (spin up / spin down)   0.104 / 0.275 Ha
Multiplicity   2
Total charge   -2
Energy relative to the best compared isomer or geometry (same formula, charge and spin)   7.5 kcal per mole
Molar mass   93.13 g mol⁻¹

Record 5
C3H13NO3 | ωB97M-V/def2-TZVPD

Last column: Mulliken charge in e.
Cartesian coordinates (Å):
H1 -1.0498 0.5027 -3.0869  0.312
N1 0.3806 0.4247 -0.4285  -0.381
H2 -0.1572 -0.0354 0.2956  0.208
H3 1.5310 -1.0851 -1.2969  0.294
O1 -0.3108 0.2757 -3.6616  -0.561
H4 2.4890 0.1796 0.1257  0.298
H5 -3.0172 0.9552 2.8477  0.308
H6 1.1178 1.2679 -2.6180  0.200
C1 0.6173 -0.5209 -1.5524  -0.643
H7 -0.1594 -1.2549 -1.7249  0.461
O2 -1.0621 -1.9483 3.5282  -0.622
C2 1.6910 0.9458 -0.0609  -0.920
H8 -0.5713 -1.5183 2.8221  0.305
H9 -3.5550 -0.4019 3.3561  0.326
H10 -0.4644 -1.8179 4.2707  0.322
C3 0.8627 0.2414 -2.8834  -0.252
H11 1.9966 1.7487 -0.7310  0.289
H12 1.7438 -0.1032 -3.4493  0.318
O3 -3.6762 0.5462 3.4211  -0.639
H13 1.5934 1.5982 0.8266  0.376

Computed properties:
DFT total energy   -10953.234 eV
LUMO level   0.1 eV
Structure (SMILES)   CNCCO.O.O
Kohn-Sham gap   0.349 Ha
Energy relative to the best compared isomer or geometry (same formula, charge and spin)   35.5 kcal per mole
Molar mass   111.14 g mol⁻¹

Record 6
C4H12 | ωB97M-V/def2-TZVPD

Last column: Mulliken charge in e.
Cartesian coordinates (Å):
H1 0.7425 1.3925 -2.4687  0.136
H2 -1.4306 0.9686 1.9381  0.806
H3 -0.5499 0.2889 0.6322  -1.653
C1 -1.0625 -0.0495 1.4817  -0.007
H4 2.2355 1.9975 -1.6224  0.820
H5 2.9672 -0.2627 -1.1194  0.285
C2 1.8829 -0.1455 -1.2377  -0.525
H6 -2.5713 -1.5426 2.1894  0.386
H7 -0.4705 -0.4415 2.2046  0.848
C3 -2.2181 -1.1038 1.2711  -1.818
H8 -3.0210 -0.5568 0.8682  0.561
H9 1.3136 -0.4877 -0.4330  -0.169
H10 1.7446 -0.9093 -2.1741  0.407
C4 1.4701 1.2592 -1.5184  -1.884
H11 -1.9650 -2.0403 0.6868  0.586
H12 0.9327 1.6331 -0.6984  0.220

Computed properties:
DFT total energy   -4339.752 eV
LUMO level (spin up / spin down)   4.3 / 4.5 eV
⟨S²⟩   0.750
Kohn-Sham gap (spin up / spin down)   0.101 / 0.440 Ha
Multiplicity   2
Total charge   -1
Energy relative to the best compared isomer or geometry (same formula, charge and spin)   29.6 kcal per mole
Molar mass   60.14 g mol⁻¹

Q: Which of these has the lowest DFT total energy?
A: C5H15ClN2Si